154
Properties=species:S:1:pos:R:3:lowdin_charge:R:1 method="wB97M-V/def2-TZVPD" e_above_lowest_kcal_mol=112.48 gap_ev=8.7 total_charge=0 smiles=CCN(CC)CC.CCN(CC)CC.CCN(CC)CC.CCN(CC)CC.CCN(CC)CC.CCN(CC)CC.CCN(CC)CC
C -1.9465 5.3965 9.5472 -0.076
C -2.5202 5.6789 8.1041 -0.217
N -2.1857 6.9740 7.4812 -0.174
C -0.8572 7.0940 7.0178 -0.322
C -0.5468 6.2949 5.7167 -0.076
C -2.3709 8.1470 8.4191 -0.241
C -2.9142 9.3123 7.5666 -0.099
H -2.0927 6.2013 10.2676 0.057
H -0.8665 5.2502 9.5295 0.057
H -2.3627 4.4536 9.9018 0.064
H -2.3521 4.8244 7.4485 0.099
H -3.6092 5.7192 8.1270 0.105
H -0.4769 8.0737 6.7282 0.110
H -0.0514 6.7463 7.6642 0.101
H 0.5350 6.1643 5.7430 0.071
H -1.1538 5.3897 5.7059 0.056
H -0.9125 6.8864 4.8774 0.066
H -1.4896 8.4045 9.0067 0.113
H -3.2326 8.0329 9.0768 0.106
H -2.1571 9.6585 6.8630 0.059
H -3.1889 10.1868 8.1565 0.065
H -3.8094 9.0164 7.0197 0.074
C 0.0350 -0.5576 1.1695 -0.082
C 1.0378 0.6007 1.0740 -0.272
N 1.2958 1.0629 -0.2992 -0.196
C 2.1159 0.0966 -1.0234 -0.248
C 1.9582 0.3870 -2.5545 -0.071
C 1.7972 2.4841 -0.3897 -0.249
C 0.9394 3.5135 0.2348 -0.110
H -0.9793 -0.3897 0.8073 0.078
H 0.0685 -0.6852 2.2515 0.067
H 0.4662 -1.4494 0.7146 0.054
H 0.5891 1.4030 1.6597 0.092
H 1.9488 0.4124 1.6420 0.113
H 3.1359 0.1128 -0.6395 0.112
H 1.6823 -0.8633 -0.7430 0.092
H 2.5029 1.3010 -2.7912 0.054
H 2.5826 -0.4240 -2.9294 0.061
H 0.9415 0.3266 -2.9426 0.078
H 1.9824 2.7216 -1.4372 0.097
H 2.7743 2.4821 0.0935 0.111
H 1.2672 4.5530 0.2285 0.075
H 0.8711 3.4275 1.3192 0.063
H -0.0376 3.4902 -0.2479 0.083
C -1.7086 -4.3402 -10.3256 -0.096
C -2.6769 -5.0908 -9.4052 -0.261
N -2.9215 -4.2122 -8.2512 -0.187
C -4.0733 -4.8063 -7.5064 -0.249
C -4.6157 -3.8620 -6.4089 -0.095
C -1.8376 -4.0400 -7.3498 -0.298
C -1.4891 -2.5687 -7.3016 -0.078
H -0.7997 -4.1132 -9.7684 0.053
H -2.0555 -3.3372 -10.5744 0.075
H -1.5083 -4.9771 -11.1872 0.072
H -3.6072 -5.1836 -9.9655 0.107
H -2.2946 -6.1028 -9.2711 0.114
H -4.8614 -4.9833 -8.2383 0.107
H -3.8708 -5.7299 -6.9642 0.109
H -4.8902 -2.9096 -6.8624 0.071
H -5.5289 -4.3222 -6.0314 0.069
H -3.9088 -3.6311 -5.6120 0.063
H -0.9780 -4.6067 -7.7076 0.108
H -2.0529 -4.5249 -6.3977 0.112
H -2.3496 -2.0431 -6.8877 0.062
H -1.2335 -2.0012 -8.1965 0.074
H -0.7682 -2.3978 -6.5021 0.068
C -0.7742 5.4581 -4.2062 -0.086
C -1.4776 6.6237 -4.8309 -0.271
N -1.7621 7.7212 -3.9151 -0.194
C -3.1404 7.9126 -3.5072 -0.281
C -3.4954 6.8792 -2.5196 -0.099
C -1.0834 8.9553 -4.3272 -0.266
C -0.8721 9.8942 -3.1875 -0.109
H 0.2253 5.7193 -3.8586 0.073
H -0.6395 4.5504 -4.7945 0.072
H -1.3860 5.2112 -3.3385 0.058
H -0.8905 7.0425 -5.6482 0.100
H -2.4085 6.3113 -5.3042 0.115
H -3.8320 8.1621 -4.3119 0.125
H -3.0404 8.8014 -2.8842 0.094
H -2.6194 6.7154 -1.8920 0.084
H -3.8521 5.9591 -2.9827 0.077
H -4.2391 7.3400 -1.8695 0.074
H -0.2463 8.8233 -5.0127 0.112
H -1.7271 9.5411 -4.9834 0.108
H -0.4815 9.3962 -2.3000 0.078
H -0.2409 10.7670 -3.3539 0.074
H -1.8176 10.3237 -2.8562 0.061
C 3.1703 -4.1691 10.1078 -0.087
C 2.0062 -3.1943 9.8522 -0.276
N 2.2282 -2.2473 8.7794 -0.204
C 2.0815 -2.9079 7.4790 -0.252
C 2.8620 -2.1354 6.3584 -0.070
C 1.7273 -0.8741 9.0078 -0.212
C 0.1586 -0.7216 8.8991 -0.071
H 2.9754 -4.7247 11.0250 0.065
H 4.0847 -3.6111 10.3095 0.070
H 3.4423 -4.8997 9.3460 0.059
H 1.0466 -3.7078 9.7935 0.105
H 1.8824 -2.5898 10.7508 0.108
H 2.5649 -3.8846 7.4560 0.097
H 1.0460 -3.1078 7.2037 0.101
H 2.4796 -1.1160 6.4119 0.047
H 3.8939 -2.1870 6.7058 0.077
H 2.5827 -2.5013 5.3704 0.068
H 2.2005 -0.2351 8.2622 0.090
H 2.1670 -0.4829 9.9252 0.107
H -0.4120 -1.5014 9.4036 0.060
H -0.1614 -0.7841 7.8590 0.059
H -0.1642 0.2393 9.2997 0.060
C -1.1775 -5.7011 5.0168 -0.099
C -1.8061 -6.3185 6.2212 -0.301
N -1.4141 -7.7079 6.4848 -0.202
C -0.0603 -7.7514 7.0902 -0.203
C 0.5658 -9.2137 6.8550 -0.078
C -2.4240 -8.4159 7.3440 -0.202
C -3.4492 -9.0679 6.3211 -0.082
H -1.4470 -6.1879 4.0795 0.077
H -0.0941 -5.8118 5.0643 0.060
H -1.4485 -4.6483 4.9383 0.075
H -1.6652 -5.7196 7.1209 0.109
H -2.8679 -6.1834 6.0151 0.107
H 0.6791 -6.9769 6.8862 0.100
H -0.2646 -7.5731 8.1459 0.100
H 0.0986 -10.0885 7.3072 0.051
H 0.7697 -9.6348 5.8705 0.060
H 1.5808 -9.2712 7.2484 0.052
H -2.9040 -7.7138 8.0257 0.109
H -1.9353 -9.2834 7.7874 0.092
H -3.0180 -9.7439 5.5828 0.070
H -3.8176 -8.2307 5.7282 0.044
H -4.4540 -9.3226 6.6581 0.060
C 4.5763 -1.8691 -8.3151 -0.107
C 4.0608 -2.1795 -9.7251 -0.260
N 4.4691 -1.1594 -10.7001 -0.162
C 3.6857 -1.3038 -12.0483 -0.193
C 2.1630 -0.9117 -11.9268 -0.102
C 5.9080 -1.0405 -10.9550 -0.259
C 6.4909 -2.0351 -11.9673 -0.093
H 5.6409 -2.0519 -8.1690 0.059
H 4.0690 -2.4727 -7.5625 0.065
H 4.3878 -0.8700 -7.9221 0.073
H 4.4256 -3.1843 -9.9379 0.105
H 2.9803 -2.2799 -9.6216 0.100
H 4.0485 -0.5057 -12.6961 0.104
H 3.6846 -2.2835 -12.5262 0.099
H 1.5486 -1.3053 -11.1170 0.050
H 1.9628 0.1578 -11.8622 0.060
H 1.5972 -1.1157 -12.8358 0.061
H 6.4290 -1.0695 -9.9981 0.101
H 6.0604 -0.0582 -11.4020 0.105
H 5.9146 -2.0812 -12.8914 0.055
H 6.5293 -3.0233 -11.5090 0.069
H 7.4759 -1.6840 -12.2750 0.070